A molecular structure, C19H45AsGaN2O5Si3. Source: the Open Molecules 2025 dataset; level of theory: ωB97M-V/def2-TZVPD.

ΔE to the lowest compared entry with this formula, charge and spin, kJ/mol: 120.4
2S+1: 1
HOMO level, eV: -17.741
Lowest unoccupied orbital energy, eV: -8.4
Max |F|, eV/A: 0.82
Charge: +3

Positions of all 76 atoms, in Å:
Ga1 0.888 -1.167 0.782
O1 -0.406 -1.590 4.538
C1 -0.291 -1.670 3.261
O2 0.129 -0.739 2.549
C2 -0.736 -2.954 2.609
O3 0.097 -3.179 1.481
C3 1.302 -3.941 1.824
C4 2.475 -3.003 2.084
O4 3.335 -3.246 2.866
O5 2.452 -1.933 1.271
H1 -0.067 -0.751 4.903
H2 -1.763 -2.810 2.262
H3 -0.724 -3.786 3.312
H4 1.532 -4.560 0.960
H5 1.108 -4.585 2.677
C5 -1.898 4.419 1.584
C6 -0.936 3.247 1.272
N1 -1.065 2.166 2.252
C7 -2.451 1.693 2.277
C8 -3.435 2.829 2.656
N2 -2.617 4.073 2.856
C9 -1.630 3.875 3.973
C10 -0.718 2.687 3.578
H6 -2.655 4.569 0.816
H7 -1.380 5.362 1.750
H8 0.094 3.602 1.289
H9 -1.137 2.848 0.280
H10 -2.532 0.889 3.009
H11 -2.705 1.283 1.300
H12 -3.967 2.638 3.585
H13 -4.164 3.042 1.876
H14 -3.241 4.842 3.103
H15 -2.202 3.692 4.881
H16 -1.084 4.809 4.091
H17 -0.822 1.885 4.308
H18 0.324 3.001 3.573
C11 1.877 -2.362 -4.265
Si1 2.131 -2.539 -2.440
C12 3.831 -2.126 -1.838
C13 1.381 -4.108 -1.764
As1 0.696 -0.686 -1.544
Si2 1.866 1.438 -1.996
C14 3.131 1.504 -0.636
C15 2.565 1.171 -3.690
C16 0.680 2.875 -2.003
Si3 -1.669 -0.978 -2.057
C17 -2.482 0.692 -2.013
C18 -1.737 -1.742 -3.740
C19 -2.289 -2.099 -0.701
H19 2.480 -3.139 -4.748
H20 2.207 -1.405 -4.665
H21 0.843 -2.538 -4.558
H22 4.501 -2.947 -2.112
H23 3.879 -2.012 -0.755
H24 4.220 -1.226 -2.314
H25 1.150 -4.779 -2.594
H26 0.457 -3.954 -1.205
H27 2.100 -4.627 -1.127
H28 3.847 0.684 -0.703
H29 2.678 1.483 0.359
H30 3.694 2.439 -0.713
H31 3.362 0.430 -3.722
H32 2.992 2.124 -4.019
H33 1.798 0.899 -4.418
H34 0.759 3.467 -1.093
H35 -0.361 2.598 -2.162
H36 0.969 3.522 -2.836
H37 -2.110 1.339 -2.809
H38 -2.366 1.209 -1.059
H39 -3.552 0.548 -2.192
H40 -1.125 -1.204 -4.466
H41 -2.770 -1.706 -4.097
H42 -1.429 -2.789 -3.731
H43 -2.082 -1.687 0.292
H44 -1.856 -3.099 -0.763
H45 -3.374 -2.203 -0.788

=====

4 unconnected molecules or ions with the total composition C19H45BN7O12P. Source: the Open Molecules 2025 dataset; level of theory: ωB97M-V/def2-TZVPD.

SMILES: CCCOC[C@@]1(B(O)OC)OC(=O)O[C@]1(CCN)CCP(=O)(OCC)OCC.NC(N)=O.NC(N)=O.NC(N)=O
2S+1: 1
HOMO level, eV: -8.472
Lowest unoccupied orbital energy, eV: 0.5
Max |F|, eV/A: 2.50

Positions of all 85 atoms, in Å:
C1 -1.585 5.386 1.295
C2 -0.448 4.677 0.533
C3 -0.116 3.319 1.155
O1 -0.906 2.309 0.537
C4 -1.796 1.635 1.379
C5 -1.816 0.183 0.848
B1 -0.663 -0.519 1.732
O2 0.388 0.228 2.151
O3 -0.789 -1.861 2.013
C6 -0.457 -2.286 3.328
O4 -3.010 -0.574 1.188
C7 -3.329 -1.371 0.151
O5 -4.341 -2.046 0.040
O6 -2.340 -1.307 -0.784
C8 -1.701 -0.016 -0.656
C9 -2.537 0.929 -1.564
C10 -3.794 1.618 -1.000
N1 -3.627 3.068 -0.791
C11 -0.282 -0.078 -1.238
C12 0.337 -1.497 -1.193
P1 2.092 -1.490 -0.776
O7 2.413 -0.658 0.395
O8 2.568 -3.003 -0.690
C13 2.593 -3.638 0.596
C14 1.287 -4.309 0.980
O9 2.777 -0.980 -2.121
C15 3.644 0.168 -2.018
C16 5.002 -0.129 -1.425
H1 -2.268 5.888 0.623
H2 -2.138 4.648 1.868
H3 -1.156 6.076 2.014
H4 -0.762 4.467 -0.485
H5 0.453 5.279 0.484
H6 0.927 3.083 0.959
H7 -0.267 3.346 2.230
H8 -1.531 1.677 2.431
H9 -2.807 2.038 1.296
H10 1.166 -0.327 2.252
H11 -0.632 -3.353 3.390
H12 0.590 -2.126 3.573
H13 -1.100 -1.805 4.059
H14 -2.880 0.293 -2.374
H15 -1.919 1.697 -2.017
H16 -4.603 1.499 -1.717
H17 -4.148 1.182 -0.070
H18 -3.925 3.343 0.135
H19 -2.659 3.329 -0.893
H20 -0.350 0.184 -2.287
H21 0.351 0.670 -0.779
H22 0.246 -1.968 -2.166
H23 -0.173 -2.138 -0.482
H24 2.914 -2.969 1.388
H25 3.359 -4.403 0.525
H26 1.297 -4.425 2.062
H27 1.179 -5.292 0.554
H28 0.409 -3.741 0.708
H29 3.157 0.999 -1.519
H30 3.805 0.485 -3.044
H31 5.010 0.027 -0.350
H32 5.716 0.557 -1.874
H33 5.308 -1.150 -1.623
N2 -6.313 3.053 3.986
C17 -5.475 2.678 2.972
N3 -5.137 1.357 2.937
O10 -5.050 3.474 2.148
H34 -6.673 2.417 4.671
H35 -6.575 4.019 4.030
H36 -4.515 1.077 2.202
H37 -5.458 0.675 3.596
N4 -1.486 -7.069 -2.554
C18 -1.441 -6.201 -1.497
N5 -2.656 -5.803 -1.012
O11 -0.389 -5.804 -1.022
H38 -2.337 -7.404 -2.961
H39 -0.610 -7.374 -2.932
H40 -2.656 -5.159 -0.245
H41 -3.531 -6.110 -1.390
N6 9.450 1.452 -3.306
C19 8.134 1.822 -3.263
N7 7.908 3.166 -3.138
O12 7.227 1.011 -3.331
H42 10.212 2.100 -3.251
H43 9.647 0.474 -3.396
H44 6.953 3.468 -3.105
H45 8.638 3.849 -3.080

=====

A molecular structure, C19H46Br3F3N6NaO21PS2Si2. Source: the Open Molecules 2025 dataset; level of theory: ωB97M-V/def2-TZVPD.

2S+1: 1
HOMO level, eV: -8.678
Lowest unoccupied orbital energy, eV: -0.8
Max |F|, eV/A: 6.14

Positions of all 104 atoms, in Å:
C1 -1.591 1.193 -0.439
C2 -2.819 2.054 -0.667
O1 -2.342 3.327 -1.100
C3 -3.385 4.189 -1.497
C4 -3.207 4.587 -2.969
Si1 -3.222 3.099 -4.100
O2 -4.803 2.786 -4.535
Si2 -5.336 1.222 -4.403
O3 -4.141 0.086 -4.805
N1 -3.566 -0.533 -3.635
O4 -2.429 -0.673 -3.759
C5 -2.235 3.593 -5.683
O5 -2.586 4.467 -6.412
N2 -0.959 2.889 -5.996
C6 0.062 3.335 -5.200
O6 0.236 4.447 -4.820
F1 0.940 2.361 -4.888
H1 -1.819 0.263 0.040
H2 -1.164 1.027 -1.423
H3 -0.936 1.787 0.193
H4 -3.449 1.606 -1.444
H5 -3.417 2.159 0.240
H6 -3.293 5.105 -0.910
H7 -4.376 3.783 -1.288
H8 -2.225 5.060 -3.031
H9 -3.936 5.338 -3.268
H10 -2.571 2.001 -3.378
H11 -5.904 0.997 -3.063
H12 -6.427 1.017 -5.341
H13 -1.058 1.881 -5.922
N3 -2.376 -1.432 4.234
S1 -0.827 -1.164 4.307
O7 -0.422 0.046 4.925
O8 -0.034 -1.636 3.209
F2 -0.449 -2.255 5.446
S2 -3.128 -0.462 3.234
O9 -4.537 -0.487 3.420
O10 -2.623 -0.451 1.903
F3 -2.753 0.984 3.778
Na1 0.838 -3.879 5.056
O11 -0.398 -1.282 -0.464
H14 0.141 -1.986 -0.843
H15 -0.509 -1.530 0.463
N4 0.062 -2.869 8.892
O12 -0.825 -2.571 9.752
O13 1.128 -2.275 8.874
O14 -0.204 -3.756 8.055
C7 2.811 0.476 -2.406
C8 2.858 -0.959 -2.866
O15 2.048 -1.767 -2.478
C9 3.955 -1.341 -3.830
H16 1.976 0.606 -1.720
H17 3.738 0.733 -1.890
H18 2.673 1.139 -3.261
H19 4.931 -1.161 -3.376
H20 3.867 -0.756 -4.747
H21 3.870 -2.397 -4.077
C10 -6.518 2.607 -8.786
Br1 -4.856 3.302 -8.106
Br2 -6.990 0.937 -7.953
Br3 -7.934 3.901 -8.636
H22 -6.378 2.408 -9.839
C11 -2.736 1.837 -11.678
C12 -4.067 1.316 -11.944
N5 -5.120 0.911 -12.145
H23 -1.979 1.313 -12.259
H24 -2.669 2.894 -11.930
H25 -2.475 1.734 -10.625
O16 4.590 -5.993 3.248
C13 4.471 -5.750 2.079
O17 3.541 -4.859 1.696
C14 3.416 -4.349 0.360
C15 2.592 -5.263 -0.520
C16 5.275 -6.484 1.032
H26 4.399 -4.137 -0.064
H27 2.910 -3.391 0.463
H28 3.060 -6.242 -0.634
H29 2.463 -4.824 -1.509
H30 1.609 -5.427 -0.078
H31 4.791 -7.436 0.820
H32 6.266 -6.671 1.437
H33 5.408 -5.931 0.106
C17 2.722 2.229 5.653
O18 3.935 1.561 5.288
P1 4.304 0.190 6.109
O19 3.137 -0.688 5.902
O20 4.303 0.928 7.582
C18 4.894 2.209 7.795
O21 5.455 -0.896 6.608
C19 6.836 -0.485 6.618
H34 2.147 2.381 4.743
H35 2.132 1.657 6.363
H36 2.971 3.202 6.082
H37 4.154 2.863 8.257
H38 5.241 2.671 6.871
H39 5.738 2.106 8.479
H40 7.000 0.292 7.370
H41 7.147 -0.120 5.639
H42 7.438 -1.353 6.872
N6 -3.320 -1.421 8.715
H43 -3.137 -0.639 8.086
H44 -3.816 -1.091 9.540
H45 -3.882 -2.121 8.232
H46 -2.418 -1.847 9.004

=====

A molecular structure, C19H46I2NO8. Source: the Open Molecules 2025 dataset; level of theory: ωB97M-V/def2-TZVPD.

2S+1: 1
HOMO level, eV: -3.626
Lowest unoccupied orbital energy, eV: 2.0
Max |F|, eV/A: 1.95
Charge: -1

Positions of all 76 atoms, in Å:
C1 0.823 7.303 -6.152
C2 1.752 6.784 -5.056
I1 0.961 4.801 -4.511
C3 1.956 7.897 -4.017
N1 2.887 8.757 -4.350
I2 2.376 6.815 -1.788
H1 1.153 8.313 -6.412
H2 -0.213 7.326 -5.810
H3 0.864 6.674 -7.042
H4 2.731 6.529 -5.459
H5 1.006 8.389 -3.779
H6 3.800 8.307 -4.438
C4 3.313 2.056 -2.113
O1 2.420 2.375 -1.066
C5 1.056 2.300 -1.433
C6 0.397 1.073 -0.847
O2 0.903 -0.139 -1.393
C7 1.850 -0.778 -0.562
H7 4.310 2.017 -1.676
H8 3.076 1.086 -2.565
H9 3.294 2.827 -2.890
H10 0.945 2.309 -2.522
H11 0.555 3.194 -1.046
H12 -0.676 1.105 -1.058
H13 0.531 1.075 0.242
H14 1.386 -1.171 0.349
H15 2.656 -0.098 -0.274
H16 2.272 -1.609 -1.128
C8 0.655 -2.492 2.939
O3 2.014 -2.106 2.884
C9 2.553 -1.729 4.136
C10 3.395 -2.827 4.748
O4 2.616 -3.954 5.109
C11 2.696 -5.026 4.192
H17 0.385 -2.878 1.957
H18 0.479 -3.266 3.691
H19 0.018 -1.628 3.165
H20 1.752 -1.454 4.832
H21 3.179 -0.846 3.977
H22 3.872 -2.448 5.657
H23 4.184 -3.115 4.044
H24 3.690 -5.488 4.207
H25 2.478 -4.702 3.170
H26 1.958 -5.765 4.500
C12 -3.254 -1.849 -5.973
O5 -3.103 -1.650 -4.585
C13 -1.749 -1.535 -4.169
C14 -1.330 -0.101 -3.941
O6 -1.322 0.646 -5.144
C15 -2.434 1.508 -5.287
H27 -4.320 -1.784 -6.192
H28 -2.720 -1.090 -6.552
H29 -2.892 -2.838 -6.278
H30 -1.087 -1.989 -4.916
H31 -1.640 -2.091 -3.234
H32 -0.319 -0.097 -3.525
H33 -1.998 0.365 -3.207
H34 -2.392 2.324 -4.557
H35 -3.378 0.967 -5.162
H36 -2.389 1.937 -6.286
C16 -4.329 -3.884 7.131
O7 -3.701 -2.620 7.155
C17 -2.286 -2.678 7.094
C18 -1.762 -2.365 5.711
O8 -2.131 -3.362 4.773
C19 -3.198 -2.977 3.928
H37 -5.400 -3.705 7.043
H38 -3.992 -4.488 6.284
H39 -4.139 -4.441 8.055
H40 -1.931 -3.669 7.399
H41 -1.891 -1.942 7.801
H42 -0.668 -2.331 5.748
H43 -2.124 -1.382 5.389
H44 -2.888 -2.193 3.228
H45 -4.056 -2.617 4.501
H46 -3.487 -3.859 3.359

=====

3 unconnected molecules or ions with the total composition C19H46N3O9P2. Source: the Open Molecules 2025 dataset; level of theory: ωB97M-V/def2-TZVPD.

ΔE to the lowest compared entry with this formula, charge and spin, kJ/mol: 0.0
2S+1: 1
HOMO level, eV: -12.228
Lowest unoccupied orbital energy, eV: -3.7
Max |F|, eV/A: 4.88
Charge: +1

Positions of all 79 atoms, in Å:
C1 2.780 -0.030 0.430
C2 1.438 0.148 1.112
O1 0.410 -0.222 0.193
C3 -0.866 0.021 0.681
N1 -1.664 -1.259 0.773
C4 -2.912 -1.110 0.316
N2 -3.991 -1.264 1.052
N3 -3.041 -0.744 -1.021
C5 -2.519 0.652 -1.216
C6 -1.591 1.142 -0.089
C7 -2.312 2.127 0.856
H1 2.936 -1.079 0.180
H2 3.592 0.341 1.048
H3 2.753 0.516 -0.514
H4 1.351 1.198 1.413
H5 1.415 -0.468 2.018
H6 -0.753 0.366 1.713
H7 -1.624 -1.652 1.706
H8 -4.831 -0.783 0.763
H9 -4.031 -1.828 1.887
H10 -2.351 -1.335 -1.483
H11 -3.384 1.317 -1.246
H12 -2.079 0.732 -2.207
H13 -0.808 1.727 -0.570
H14 -1.684 2.327 1.722
H15 -2.435 3.059 0.307
H16 -3.296 1.760 1.149
O2 -1.583 3.836 -4.747
P1 -1.309 3.766 -6.190
O3 -2.616 3.423 -7.027
C8 -3.731 4.332 -7.024
C9 -3.511 5.513 -7.948
O4 -0.497 2.373 -6.410
C10 0.040 1.665 -5.302
C11 -0.882 0.534 -4.898
O5 -0.503 4.606 -7.257
C12 0.803 5.149 -6.922
C13 1.917 4.190 -7.289
H17 -3.932 4.665 -6.003
H18 -4.590 3.752 -7.358
H19 -2.716 6.162 -7.578
H20 -4.423 6.105 -8.030
H21 -3.218 5.172 -8.940
H22 0.226 2.335 -4.462
H23 1.006 1.264 -5.615
H24 -1.897 0.895 -4.722
H25 -0.513 0.048 -3.990
H26 -0.944 -0.213 -5.690
H27 0.840 5.418 -5.865
H28 0.896 6.068 -7.497
H29 2.049 3.421 -6.529
H30 2.860 4.730 -7.376
H31 1.700 3.688 -8.230
O6 2.287 -2.408 4.791
P2 2.279 -3.318 5.946
O7 3.730 -3.504 6.566
C14 4.422 -2.380 7.139
C15 3.927 -2.050 8.533
O8 2.112 -4.810 5.331
C16 1.726 -5.027 3.978
C17 2.929 -5.322 3.108
O9 1.386 -3.553 7.231
C18 -0.059 -3.492 7.132
C19 -0.655 -4.856 6.842
H32 4.333 -1.516 6.476
H33 5.472 -2.663 7.173
H34 2.903 -1.672 8.510
H35 4.561 -1.291 8.990
H36 3.930 -2.941 9.160
H37 1.164 -4.174 3.591
H38 1.051 -5.886 3.980
H39 3.683 -4.540 3.208
H40 2.639 -5.402 2.059
H41 3.393 -6.260 3.412
H42 -0.356 -2.758 6.379
H43 -0.407 -3.130 8.097
H44 -0.597 -5.100 5.781
H45 -1.707 -4.872 7.125
H46 -0.123 -5.633 7.387

=====

6 unconnected molecules or ions with the total composition C19H46N8O6P. Source: the Open Molecules 2025 dataset; level of theory: ωB97M-V/def2-TZVPD.

ΔE to the lowest compared entry with this formula, charge and spin, kJ/mol: 0.0
2S+1: 1
HOMO level, eV: -11.234
Lowest unoccupied orbital energy, eV: -2.7
Max |F|, eV/A: 1.25
Charge: +1

Positions of all 80 atoms, in Å:
C1 2.793 4.800 1.346
P1 2.178 4.862 -0.395
O1 2.778 3.504 -1.065
C2 0.407 4.295 -0.181
C3 -0.707 5.333 -0.278
N1 -1.886 4.514 0.148
C4 -1.394 3.492 0.864
N2 -2.106 2.459 1.262
N3 -0.019 3.595 1.099
H1 3.427 3.917 1.439
H2 2.027 4.718 2.116
H3 3.398 5.681 1.543
H4 2.321 2.698 -0.756
H5 0.218 3.572 -0.980
H6 -0.885 5.788 -1.247
H7 -0.566 6.141 0.444
H8 -2.534 4.238 -0.579
H9 -3.047 2.569 1.666
H10 -1.651 1.560 1.257
H11 0.084 4.280 1.851
C5 -6.184 4.672 1.602
C6 -5.744 3.314 2.083
O2 -4.557 3.079 2.339
N4 -6.674 2.363 2.239
C7 -8.103 2.452 1.994
H12 -5.308 5.311 1.542
H13 -6.650 4.607 0.619
H14 -6.901 5.118 2.291
H15 -6.310 1.485 2.579
H16 -8.662 2.257 2.909
H17 -8.407 1.725 1.240
H18 -8.361 3.443 1.638
C8 1.087 -1.080 -1.857
C9 2.226 -0.197 -1.410
O3 2.020 0.901 -0.882
N5 3.471 -0.645 -1.601
C10 3.881 -1.909 -2.185
H19 0.157 -0.567 -1.627
H20 1.138 -1.265 -2.930
H21 1.114 -2.047 -1.352
H22 4.196 -0.017 -1.292
H23 4.466 -2.470 -1.458
H24 4.504 -1.728 -3.063
H25 3.022 -2.503 -2.470
C11 1.113 -6.500 -2.718
C12 2.306 -5.676 -2.292
O4 2.176 -4.561 -1.802
N6 3.536 -6.213 -2.468
C13 3.880 -7.505 -3.026
H26 0.218 -5.924 -2.507
H27 1.150 -6.726 -3.784
H28 1.069 -7.442 -2.171
H29 4.288 -5.616 -2.160
H30 4.421 -8.112 -2.299
H31 4.507 -7.392 -3.911
H32 2.981 -8.040 -3.313
C14 -5.150 -0.163 0.282
C15 -5.168 -0.692 -1.138
O5 -6.093 -0.445 -1.889
N7 -4.113 -1.449 -1.540
C16 -2.949 -1.844 -0.779
H33 -6.061 0.409 0.427
H34 -5.116 -0.975 1.010
H35 -4.292 0.489 0.453
H36 -4.188 -1.766 -2.495
H37 -2.031 -1.478 -1.243
H38 -2.876 -2.930 -0.703
H39 -3.008 -1.443 0.229
C17 5.044 -0.121 1.593
C18 5.730 -1.456 1.406
O6 6.179 -1.811 0.326
N8 5.827 -2.262 2.493
C19 5.359 -2.017 3.841
H40 5.059 0.407 0.646
H41 4.009 -0.259 1.907
H42 5.558 0.487 2.338
H43 6.293 -3.137 2.305
H44 6.187 -2.033 4.551
H45 4.632 -2.771 4.146
H46 4.882 -1.043 3.899

=====

Number 1: gap between HOMO and LUMO 0.3415 hartree. Number 2: gap between HOMO and LUMO 0.3312 hartree. Number 3: gap between HOMO and LUMO 0.2913 hartree. Number 4: gap between HOMO and LUMO 0.2059 hartree. Number 5: gap between HOMO and LUMO 0.3148 hartree. Number 6: gap between HOMO and LUMO 0.3118 hartree.